one | A single C6H10S2 molecule. Source: OMol25; level of theory: ωB97M-V/def2-TZVPD.

Last columns: bonded neighbours and bond lengths (Å).
Geometry (Å):
1 C -1.74 -0.26 0.98  C2 1.518, H8 1.107, H9 1.145, S17 1.890
2 C -0.77 -1.39 0.68  C1 1.518, C3 1.586, H10 1.073, H11 1.066
3 C 0.31 -0.91 -0.37  C2 1.586, C4 1.537, C6 1.640, H12 1.044
4 C 1.56 -1.79 -0.52  C3 1.537, C5 1.556, H13 1.092, H14 1.187
5 C 2.50 -0.66 -0.01  C4 1.556, C6 1.522, H15 1.185, H16 1.155
6 C 1.33 0.31 0.02  C3 1.640, C5 1.522, S18 1.672
7 H -1.56 0.90 -1.16  S17 1.396
8 H -2.52 -0.49 1.73  C1 1.107
9 H -1.28 0.71 1.37  C1 1.145
10 H -1.20 -2.33 0.40  C2 1.073
11 H -0.37 -1.58 1.65  C2 1.066
12 H -0.13 -0.64 -1.28  C3 1.044
13 H 1.82 -2.10 -1.53  C4 1.092
14 H 1.67 -2.67 0.27  C4 1.187
15 H 2.91 -0.72 1.10  C5 1.185
16 H 3.34 -0.43 -0.77  C5 1.155
17 S -2.69 0.37 -0.54  C1 1.890, H7 1.396
18 S 1.32 1.98 0.13  C6 1.672

Calculated values
SMILES: S=C1CC[C@H]1CCS
LUMO energy (eV): -0.36
HOMO level (eV): -8.670
Frontier orbital gap (eV): 8.3

***

two | A single C6H10S2 molecule. Source: OMol25; level of theory: ωB97M-V/def2-TZVPD.

Last columns: bonded neighbours and bond lengths (Å).
Geometry (Å):
1 C 0.21 1.02 -1.33  C2 1.499, H7 1.102, H8 1.104, H9 1.098
2 C -0.39 0.22 -0.22  C1 1.499, C3 1.555, C5 1.512, C6 1.520
3 C 0.41 0.53 1.08  C2 1.555, C4 1.591, H10 1.108, H11 1.094
4 C 1.79 -0.24 0.83  C3 1.591, H12 1.116, H13 1.093, S17 1.924
5 C -0.28 -1.29 -0.17  C2 1.512, C6 1.543, H14 1.089, S17 1.816
6 C -1.57 -0.62 -0.69  C2 1.520, C5 1.543, H15 1.144, S18 1.793
7 H -0.31 1.98 -1.46  C1 1.102
8 H 0.17 0.45 -2.27  C1 1.104
9 H 1.26 1.26 -1.12  C1 1.098
10 H 0.02 0.17 2.04  C3 1.108
11 H 0.59 1.61 1.15  C3 1.094
12 H 2.08 -0.68 1.81  C4 1.116
13 H 2.59 0.38 0.42  C4 1.093
14 H -0.38 -1.67 0.84  C5 1.089
15 H -1.71 -0.69 -1.83  C6 1.144
16 H -2.82 -0.02 1.22  S18 1.350
17 S 1.48 -1.63 -0.46  C4 1.924, C5 1.816
18 S -3.14 -0.78 0.15  C6 1.793, H16 1.350

Calculated values
SMILES: C[C@]12CCS[C@@H]1[C@H]2S
LUMO energy (eV): 0.73
HOMO level (eV): -8.511
Frontier orbital gap (eV): 9.2

***

In terms of stability, one leads; the second structure lies 0.0321 hartree higher.

***

one | A single C2H4N2S2 molecule. Source: OMol25; level of theory: ωB97M-V/def2-TZVPD.

Last columns: bonded neighbours and bond lengths (Å).
Geometry (Å):
1 C -0.55 0.25 0.52  N7 1.382, N8 1.356, S9 1.686
2 C 1.77 -0.15 -0.20  H6 1.125, N8 1.354, S10 1.674
3 H -2.54 0.56 0.45  N7 0.984
4 H -1.94 -0.39 -0.88  N7 1.008
5 H 0.01 -0.75 -1.11  N8 1.053
6 H 2.07 0.24 0.81  C2 1.125
7 N -1.82 0.05 0.02  C1 1.382, H3 0.984, H4 1.008
8 N 0.42 -0.27 -0.27  C1 1.356, C2 1.354, H5 1.053
9 S -0.32 0.86 2.08  C1 1.686
10 S 2.89 -0.40 -1.42  C2 1.674

Calculated values
SMILES: NC(=S)NC=S
LUMO energy (eV): -0.60
HOMO level (eV): -8.788
Frontier orbital gap (eV): 8.2

***

two | 2 unconnected molecules or ions with the total composition C2H4N2S2. Source: OMol25; level of theory: ωB97M-V/def2-TZVPD.

Last columns: bonded neighbours and bond lengths (Å).
Geometry (Å):
1 C -0.13 -0.15 -1.48  S6 1.578, H7 1.116, H8 1.025
2 C 1.03 1.46 0.50  S6 1.699, H9 1.095, H10 1.018
3 N -0.67 -2.10 0.23  N4 1.131
4 N -1.09 -1.60 1.15  N3 1.131, S5 1.502
5 S -1.52 -0.70 2.28  N4 1.502
6 S -0.31 1.04 -0.46  C1 1.578, C2 1.699
7 H 0.78 -0.75 -1.69  C1 1.116
8 H -0.92 -0.47 -2.05  C1 1.025
9 H 0.93 2.30 1.18  C2 1.095
10 H 1.91 0.97 0.34  C2 1.018

Calculated values
LUMO energy (spin up / spin down) (eV): 0.15 / 0.15
HOMO level (spin up / spin down) (eV): -7.594 / -7.590
Frontier orbital gap (spin up / spin down) (eV): 7.7 / 7.7

***

In terms of stability, one leads; the second structure lies 0.1418 hartree higher.

***

one | A single C2H4N2S2 molecule. Source: OMol25; level of theory: ωB97M-V/def2-TZVPD.

Last columns: bonded neighbours and bond lengths (Å).
Geometry (Å):
1 C 0.34 -0.16 -0.77  C2 1.531, N3 1.277, H7 1.177
2 C -1.02 0.41 -0.38  C1 1.531, N4 1.376, H8 1.125, H9 1.162
3 N 1.31 0.17 0.00  C1 1.277, S6 1.824
4 N -0.77 1.37 0.58  C2 1.376, S6 1.560
5 S 1.09 -0.56 2.73  S6 2.294, H10 1.351
6 S 0.59 1.18 1.33  N3 1.824, N4 1.560, S5 2.294
7 H 0.59 -0.71 -1.78  C1 1.177
8 H -1.53 0.72 -1.33  C2 1.125
9 H -1.87 -0.31 -0.02  C2 1.162
10 H 0.34 -1.59 2.28  S5 1.351

Calculated values
LUMO energy (eV): -0.30
HOMO level (eV): -9.024
Frontier orbital gap (eV): 8.7

***

two | A single C2H4N2S2 molecule. Source: OMol25; level of theory: ωB97M-V/def2-TZVPD.

Last columns: bonded neighbours and bond lengths (Å).
Geometry (Å):
1 C -0.48 -0.75 -0.87  H4 1.089, N7 1.272, N8 1.388
2 C -1.33 0.68 0.82  H6 1.110, N8 1.318, S10 1.617
3 H 2.48 -1.64 -2.42  S9 1.390
4 H -1.50 -1.05 -1.10  C1 1.089
5 H 0.59 0.04 0.75  N8 1.036
6 H -2.22 0.48 0.20  C2 1.110
7 N 0.35 -1.26 -1.69  C1 1.272, S9 1.774
8 N -0.35 -0.03 0.31  C1 1.388, C2 1.318, H5 1.036
9 S 2.05 -1.02 -1.25  H3 1.390, N7 1.774
10 S -1.34 1.74 2.04  C2 1.617

Calculated values
SMILES: S=CN/C=N\S
LUMO energy (eV): 0.05
HOMO level (eV): -9.019
Frontier orbital gap (eV): 9.1

***

In terms of stability, two leads; the second structure lies 0.0632 hartree higher.